{"formula": "C77H209N11O33", "method": "ωB97M-V/def2-TZVPD", "energy_ev": -167166.548, "homo_ha": -0.3063, "lumo_energy_ev": 0.22, "gap_ev": 8.6, "largest_force_ev_per_a": 4.7, "species": ["C", "O", "C", "C", "N", "C", "C", "O", "C", "H", "H", "H", "H", "H", "H", "H", "H", "H", "H", "H", "H", "H", "H", "H", "C", "O", "C", "C", "N", "C", "C", "O", "C", "H", "H", "H", "H", "H", "H", "H", "H", "H", "H", "H", "H", "H", "H", "H", "C", "O", "C", "C", "N", "C", "C", "O", "C", "H", "H", "H", "H", "H", "H", "H", "H", "H", "H", "H", "H", "H", "H", "H", "C", "O", "C", "C", "N", "C", "C", "O", "C", "H", "H", "H", "H", "H", "H", "H", "H", "H", "H", "H", "H", "H", "H", "H", "C", "O", "C", "C", "N", "C", "C", "O", "C", "H", "H", "H", "H", "H", "H", "H", "H", "H", "H", "H", "H", "H", "H", "H", "C", "O", "C", "C", "N", "C", "C", "O", "C", "H", "H", "H", "H", "H", "H", "H", "H", "H", "H", "H", "H", "H", "H", "H", "C", "O", "C", "C", "N", "C", "C", "O", "C", "H", "H", "H", "H", "H", "H", "H", "H", "H", "H", "H", "H", "H", "H", "H", "C", "O", "C", "C", "N", "C", "C", "O", "C", "H", "H", "H", "H", "H", "H", "H", "H", "H", "H", "H", "H", "H", "H", "H", "C", "O", "C", "C", "N", "C", "C", "O", "C", "H", "H", "H", "H", "H", "H", "H", "H", "H", "H", "H", "H", "H", "H", "H", "C", "O", "C", "C", "N", "C", "C", "O", "C", "H", "H", "H", "H", "H", "H", "H", "H", "H", "H", "H", "H", "H", "H", "H", "C", "O", "C", "C", "N", "C", "C", "O", "C", "H", "H", "H", "H", "H", "H", "H", "H", "H", "H", "H", "H", "H", "H", "H", "C", "O", "H", "H", "H", "H", "C", "O", "H", "H", "H", "H", "C", "O", "H", "H", "H", "H", "C", "O", "H", "H", "H", "H", "C", "O", "H", "H", "H", "H", "C", "O", "H", "H", "H", "H", "C", "O", "H", "H", "H", "H", "C", "O", "H", "H", "H", "H", "C", "O", "H", "H", "H", "H", "C", "O", "H", "H", "H", "H", "C", "O", "H", "H", "H", "H"], "positions_angstrom": [[-1.454, 2.971, -14.067], [-1.311, 1.736, -14.823], [-1.299, 0.535, -14.011], [0.021, 0.384, -13.212], [-0.059, -0.961, -12.559], [1.098, -1.158, -11.591], [0.998, -0.504, -10.225], [1.329, 0.848, -10.421], [1.473, 1.589, -9.174], [-0.546, 3.296, -13.559], [-2.291, 2.977, -13.369], [-1.734, 3.684, -14.843], [-1.375, -0.397, -14.571], [-2.203, 0.548, -13.402], [0.054, 1.196, -12.485], [0.891, 0.450, -13.865], [-0.880, -1.090, -11.985], [2.040, -0.738, -11.941], [1.299, -2.224, -11.485], [1.638, -1.002, -9.497], [-0.020, -0.419, -9.843], [2.532, 1.845, -9.177], [1.401, 1.038, -8.236], [0.973, 2.556, -9.119], [3.005, 1.995, 3.374], [4.241, 2.547, 3.215], [4.460, 3.886, 3.486], [5.022, 4.480, 2.234], [4.040, 4.290, 1.164], [4.745, 4.489, -0.155], [3.792, 4.519, -1.432], [3.182, 5.694, -1.777], [3.096, 6.728, -0.773], [2.215, 2.369, 2.723], [2.756, 1.909, 4.431], [3.031, 0.985, 2.964], [5.163, 3.832, 4.317], [3.556, 4.436, 3.748], [5.938, 3.964, 1.947], [5.098, 5.568, 2.257], [3.630, 3.391, 1.374], [5.428, 3.642, -0.230], [5.325, 5.409, -0.225], [3.006, 3.835, -1.113], [4.211, 4.018, -2.304], [2.612, 6.469, 0.169], [2.378, 7.382, -1.267], [4.027, 7.266, -0.595], [-1.066, 2.958, 10.101], [-0.236, 3.471, 11.098], [-0.923, 3.797, 12.345], [0.133, 3.854, 13.470], [-0.401, 4.603, 14.633], [-0.114, 6.021, 14.665], [-0.561, 6.788, 15.909], [-0.228, 8.165, 15.636], [-0.886, 9.087, 16.619], [-0.700, 3.126, 9.088], [-2.118, 3.234, 10.173], [-1.087, 1.900, 10.363], [-1.738, 3.077, 12.425], [-1.463, 4.744, 12.326], [1.019, 4.326, 13.046], [0.349, 2.858, 13.855], [-0.020, 4.169, 15.462], [-0.488, 6.541, 13.783], [0.970, 6.053, 14.556], [-0.018, 6.413, 16.777], [-1.630, 6.605, 16.015], [-1.960, 9.045, 16.438], [-0.539, 10.112, 16.489], [-0.745, 8.897, 17.683], [5.547, 1.101, -4.510], [6.667, 0.690, -5.311], [7.669, -0.060, -4.716], [8.285, 0.455, -3.476], [7.710, 0.072, -2.219], [8.504, 0.463, -1.092], [8.219, -0.531, 0.060], [8.380, -1.867, -0.332], [7.592, -2.880, 0.294], [4.999, 1.659, -5.269], [5.852, 1.754, -3.692], [5.120, 0.208, -4.054], [8.423, -0.290, -5.469], [7.276, -1.038, -4.436], [8.263, 1.541, -3.569], [9.344, 0.198, -3.499], [7.583, -0.923, -2.344], [8.292, 1.499, -0.829], [9.587, 0.461, -1.210], [7.214, -0.232, 0.358], [8.842, -0.244, 0.907], [7.774, -3.836, -0.196], [6.541, -2.646, 0.125], [7.808, -3.056, 1.348], [4.701, -0.330, -8.485], [3.962, -1.486, -8.820], [4.179, -1.832, -10.112], [5.613, -2.382, -10.408], [6.016, -3.570, -9.668], [5.183, -4.676, -9.969], [5.469, -5.769, -8.950], [4.474, -6.724, -9.158], [4.706, -7.952, -8.575], [5.774, -0.521, -8.456], [4.192, 0.004, -7.581], [4.656, 0.447, -9.248], [3.913, -0.990, -10.750], [3.431, -2.606, -10.281], [6.264, -1.555, -10.124], [5.730, -2.565, -11.476], [5.991, -3.259, -8.708], [5.280, -5.036, -10.993], [4.145, -4.387, -9.799], [5.486, -5.320, -7.957], [6.451, -6.144, -9.238], [3.749, -8.468, -8.502], [5.188, -7.710, -7.627], [5.424, -8.520, -9.166], [-3.998, 4.021, 5.306], [-3.104, 5.106, 5.624], [-1.735, 4.717, 5.816], [-0.678, 4.890, 4.682], [0.699, 4.417, 4.910], [1.321, 5.234, 5.982], [1.658, 6.719, 5.809], [2.354, 6.892, 4.563], [2.843, 8.236, 4.496], [-3.839, 3.148, 5.939], [-3.920, 3.731, 4.258], [-5.031, 4.307, 5.504], [-1.659, 3.700, 6.201], [-1.416, 5.430, 6.575], [-0.704, 5.844, 4.156], [-1.095, 4.275, 3.884], [1.196, 4.591, 4.048], [2.167, 4.656, 6.356], [0.731, 5.096, 6.888], [2.187, 7.092, 6.686], [0.849, 7.427, 5.627], [2.167, 9.085, 4.592], [3.351, 8.425, 3.551], [3.570, 8.339, 5.301], [-2.894, -0.806, -1.732], [-4.241, -0.569, -2.490], [-4.909, -1.879, -2.638], [-6.301, -1.565, -3.258], [-6.987, -2.774, -3.826], [-7.090, -3.926, -2.906], [-7.925, -3.713, -1.590], [-9.297, -3.895, -1.802], [-10.121, -3.549, -0.645], [-2.193, -1.507, -2.186], [-3.114, -1.005, -0.684], [-2.410, 0.171, -1.718], [-5.136, -2.461, -1.745], [-4.253, -2.486, -3.262], [-6.128, -0.900, -4.104], [-6.866, -1.050, -2.481], [-7.899, -2.421, -4.080], [-6.145, -4.430, -2.699], [-7.608, -4.642, -3.544], [-7.718, -2.703, -1.235], [-7.598, -4.376, -0.789], [-11.169, -3.423, -0.916], [-9.808, -2.698, -0.040], [-10.105, -4.293, 0.151], [-1.518, 1.173, -5.156], [-0.974, 0.076, -5.857], [-1.163, -1.190, -5.247], [0.071, -1.988, -5.728], [-0.092, -2.378, -7.092], [1.116, -2.879, -7.741], [2.033, -3.874, -7.024], [2.688, -3.274, -5.861], [3.642, -4.076, -5.180], [-1.121, 2.121, -5.519], [-1.325, 0.969, -4.103], [-2.600, 1.187, -5.282], [-2.039, -1.534, -5.797], [-1.214, -1.130, -4.160], [0.174, -2.833, -5.047], [0.985, -1.420, -5.552], [-0.186, -1.404, -7.340], [1.690, -1.959, -7.855], [0.728, -3.287, -8.674], [2.734, -4.201, -7.792], [1.429, -4.751, -6.788], [4.595, -4.274, -5.672], [3.189, -5.053, -5.011], [3.998, -3.568, -4.284], [-8.164, -2.169, 2.239], [-7.617, -1.412, 1.148], [-6.135, -1.277, 1.216], [-5.327, -2.502, 1.724], [-5.347, -3.514, 0.685], [-4.554, -4.671, 1.098], [-4.718, -5.824, 0.120], [-6.106, -6.351, 0.417], [-6.491, -7.271, -0.655], [-7.904, -1.624, 3.147], [-7.654, -3.132, 2.285], [-9.239, -2.342, 2.189], [-5.981, -0.374, 1.806], [-5.670, -0.913, 0.300], [-5.572, -2.787, 2.747], [-4.304, -2.142, 1.833], [-6.309, -3.819, 0.701], [-4.743, -4.939, 2.138], [-3.489, -4.440, 1.084], [-3.936, -6.564, 0.288], [-4.603, -5.518, -0.919], [-6.255, -6.889, -1.648], [-7.482, -7.723, -0.619], [-5.912, -8.156, -0.390], [-1.408, -4.697, 3.074], [-0.629, -4.435, 4.238], [-1.602, -4.200, 5.273], [-0.838, -3.945, 6.580], [0.216, -2.969, 6.241], [-0.152, -1.623, 6.646], [1.131, -0.767, 6.559], [1.259, 0.017, 7.801], [2.269, 1.051, 7.695], [-1.002, -5.622, 2.666], [-1.121, -4.001, 2.286], [-2.456, -4.994, 3.107], [-2.218, -5.082, 5.446], [-2.289, -3.382, 5.059], [-0.401, -4.912, 6.831], [-1.538, -3.612, 7.346], [0.317, -3.102, 5.245], [-0.627, -1.547, 7.625], [-1.012, -1.325, 6.046], [1.020, -0.129, 5.683], [2.037, -1.360, 6.432], [2.112, 1.702, 6.835], [3.196, 0.497, 7.554], [2.418, 1.645, 8.597], [-2.274, 0.939, 4.346], [-1.935, -0.018, 3.481], [-0.579, -0.080, 3.091], [-0.417, -1.260, 2.125], [0.637, -1.039, 1.009], [0.281, 0.166, 0.198], [1.220, 0.307, -1.011], [1.111, -0.935, -1.756], [1.908, -0.933, -2.879], [-3.359, 1.038, 4.378], [-1.640, 1.789, 4.092], [-1.960, 0.707, 5.364], [0.119, -0.149, 3.925], [-0.476, 0.848, 2.529], [-1.310, -1.682, 1.665], [0.036, -2.024, 2.758], [0.544, -1.729, 0.277], [0.356, 1.131, 0.700], [-0.731, 0.052, -0.190], [2.257, 0.488, -0.730], [0.830, 1.054, -1.702], [2.921, -0.543, -2.779], [1.371, -0.401, -3.665], [2.056, -1.955, -3.228], [-5.619, 2.347, -3.647], [-4.301, 1.871, -3.365], [-5.579, 3.198, -4.327], [-6.331, 1.658, -4.101], [-6.191, 2.496, -2.731], [-4.316, 1.039, -2.886], [4.869, -1.687, 4.197], [5.869, -1.527, 3.343], [3.860, -1.719, 3.785], [4.927, -2.579, 4.820], [4.985, -0.806, 4.829], [5.654, -0.961, 2.597], [-6.765, 1.150, 4.248], [-6.517, 1.344, 5.712], [-7.202, 2.029, 3.776], [-5.932, 0.743, 3.675], [-7.505, 0.357, 4.139], [-7.184, 1.974, 5.995], [1.539, -6.828, -2.001], [2.190, -7.190, -3.148], [0.865, -7.674, -1.866], [2.365, -6.875, -1.292], [1.085, -5.838, -2.030], [1.430, -7.417, -3.689], [-4.300, 2.164, 0.387], [-5.492, 2.144, 1.136], [-3.729, 1.236, 0.366], [-4.677, 2.272, -0.630], [-3.665, 3.022, 0.611], [-6.227, 1.976, 0.543], [3.927, -2.128, -0.372], [3.576, -1.892, 0.992], [2.976, -2.081, -0.903], [4.664, -1.426, -0.763], [4.289, -3.135, -0.580], [2.712, -1.475, 0.996], [-1.105, 3.517, -2.466], [-1.693, 3.546, -1.203], [-0.648, 2.576, -2.774], [-1.884, 3.753, -3.191], [-0.485, 4.404, -2.596], [-2.323, 4.269, -1.166], [0.388, 4.507, 1.235], [1.410, 4.734, 2.248], [-0.586, 4.649, 1.705], [0.498, 5.119, 0.340], [0.517, 3.468, 0.933], [2.201, 5.109, 1.853], [-2.269, -0.134, 9.157], [-2.989, -1.350, 8.946], [-1.608, -0.261, 10.015], [-1.638, 0.216, 8.341], [-3.062, 0.589, 9.350], [-3.434, -1.345, 8.096], [-4.912, -1.480, 5.965], [-4.661, -0.242, 6.696], [-4.170, -1.741, 5.211], [-4.940, -2.373, 6.590], [-5.863, -1.559, 5.437], [-5.224, 0.485, 6.422], [-1.185, -4.895, -2.605], [-2.348, -4.727, -3.369], [-0.271, -4.553, -3.092], [-1.306, -4.350, -1.668], [-0.991, -5.930, -2.323], [-2.191, -4.592, -4.307]], "lowdin_charge": [-0.0979, -0.2013, -0.2097, -0.1937, -0.0399, -0.1809, -0.2503, -0.2008, -0.0630, 0.0783, 0.0805, 0.0821, 0.1138, 0.1116, 0.0937, 0.1256, 0.0940, 0.1054, 0.1030, 0.0736, 0.1270, 0.0685, 0.0814, 0.0838, -0.1236, -0.1825, -0.2118, -0.1957, -0.0671, -0.1470, -0.2323, -0.1721, -0.0791, 0.0742, 0.0863, 0.0828, 0.1339, 0.1096, 0.1167, 0.1254, 0.0915, 0.1065, 0.1099, 0.0985, 0.1119, 0.0661, 0.0902, 0.0867, -0.1281, -0.2028, -0.1805, -0.1763, -0.0887, -0.2316, -0.2195, -0.1964, -0.0682, 0.0858, 0.0856, 0.0671, 0.1129, 0.1114, 0.1132, 0.1182, 0.1003, 0.1215, 0.1131, 0.1190, 0.1196, 0.0766, 0.0770, 0.0754, -0.0708, -0.1953, -0.2555, -0.2538, -0.0571, -0.2125, -0.2276, -0.1813, -0.0684, 0.0912, 0.0712, 0.0777, 0.1297, 0.1172, 0.1274, 0.1189, 0.1037, 0.1180, 0.1106, 0.1091, 0.1205, 0.0861, 0.0596, 0.0895, -0.0800, -0.1985, -0.2695, -0.1752, -0.0591, -0.2271, -0.2312, -0.1940, -0.1175, 0.0826, 0.0976, 0.0899, 0.1153, 0.1057, 0.1014, 0.1214, 0.1075, 0.1371, 0.0958, 0.1149, 0.1295, 0.0935, 0.0864, 0.0876, -0.0979, -0.1765, -0.1981, -0.2129, -0.0243, -0.1950, -0.1970, -0.2040, -0.1147, 0.0743, 0.0795, 0.0802, 0.1128, 0.1073, 0.1172, 0.0826, 0.0351, 0.1050, 0.0996, 0.1191, 0.1161, 0.0836, 0.0812, 0.0830, -0.0086, -0.2408, -0.1753, -0.1845, -0.0488, -0.1729, -0.2239, -0.1682, -0.0760, 0.0699, 0.0682, 0.0646, 0.0872, 0.1139, 0.1084, 0.1059, 0.1013, 0.0969, 0.1122, 0.0966, 0.0961, 0.0858, 0.0592, 0.0785, -0.0900, -0.2220, -0.1748, -0.2498, -0.0423, -0.1927, -0.1592, -0.2040, -0.0956, 0.0948, 0.0600, 0.0826, 0.1313, 0.0991, 0.1023, 0.1016, 0.0823, 0.0903, 0.1259, 0.1066, 0.1211, 0.0696, 0.0788, 0.0792, -0.0966, -0.2062, -0.1416, -0.2216, -0.0258, -0.2146, -0.1508, -0.2131, -0.0948, 0.0667, 0.0758, 0.0867, 0.0813, 0.1055, 0.1055, 0.1142, 0.0745, 0.1173, 0.0997, 0.1162, 0.1073, 0.0778, 0.0830, 0.0785, -0.1150, -0.1778, -0.2240, -0.1687, -0.0534, -0.1933, -0.1579, -0.2062, -0.0903, 0.0872, 0.0680, 0.0739, 0.1191, 0.1077, 0.1116, 0.1166, 0.0815, 0.0956, 0.0997, 0.0834, 0.1171, 0.0618, 0.0779, 0.0837, -0.1487, -0.1921, -0.1779, -0.1175, -0.0235, -0.1812, -0.1594, -0.2228, -0.1412, 0.0870, 0.0855, 0.0814, 0.1057, 0.1055, 0.1049, 0.0975, 0.0895, 0.0918, 0.0995, 0.1240, 0.1104, 0.0832, 0.0837, 0.0880, -0.1489, -0.1413, 0.0803, 0.0596, 0.0632, 0.0014, -0.2413, -0.0980, 0.0687, 0.0851, 0.0773, 0.0747, -0.0693, -0.1385, 0.0869, 0.0577, 0.0589, 0.0890, -0.1981, -0.1096, 0.0915, 0.0913, 0.0515, 0.0766, -0.1395, -0.1234, 0.0686, 0.0684, 0.0734, 0.0767, -0.1490, -0.1248, 0.0530, 0.0728, 0.0776, 0.0157, -0.1647, -0.1232, 0.0542, 0.0761, 0.0795, 0.0842, -0.0860, -0.1805, 0.0710, 0.0748, 0.0567, 0.0312, -0.1655, -0.1308, 0.0799, 0.0612, 0.0781, 0.0251, -0.1233, -0.1290, 0.0565, 0.0772, 0.0657, 0.0109, -0.1754, -0.1108, 0.0675, 0.0784, 0.0579, 0.0807]}